# 1
Computed, not measured: one molecule with the formula C2H4NP at a distorted geometry, with wB97M-V/def2-TZVPD.

The geometry in XYZ format:
```
8
Properties=species:S:1:pos:R:3:forces:R:3:nbo_charge:R:1
P 1.782592 0.111199 -0.123742 0.1 2.8 0.1 0.357
C 0.022552 0.501363 0.061787 -4.2 -1.6 -1.0 -0.068
N -1.045113 1.226149 0.150642 2.3 -1.6 0.6 -0.314
C -1.336824 -0.203623 -0.345356 2.3 2.8 -0.7 -0.334
H 1.962189 -1.178431 0.229407 -0.7 -1.6 0.5 -0.008
H 2.139571 0.586854 1.172194 0.2 0.1 -0.4 0.002
H -1.680112 -0.110094 -1.366131 0.3 -0.5 -0.3 0.178
H -1.844857 -0.933415 0.221202 -0.3 -0.4 1.2 0.187
```
Forces are in eV/Å.

The orbital gap is 10.2 eV. As for the SMILES: PC1=NC1. The calculation puts the LUMO energy at 0.9239 eV. For the HOMO energy, the calculation gives -9.30 eV.

# 2
Computed, not measured: one molecule with the formula C2H4NP at a distorted geometry, with wB97M-V/def2-TZVPD.

The geometry in XYZ format:
```
8
Properties=species:S:1:pos:R:3:forces:R:3:nbo_charge:R:1
C -0.529866 0.621804 -0.235181 2.5 1.1 2.5 -0.936
P 1.332381 0.807750 -0.450009 -0.5 -0.3 -0.1 0.762
C 2.003145 -0.028724 0.977499 2.0 -1.3 -0.7 -0.228
N 2.005279 -0.833232 -0.033151 -0.2 1.4 2.0 -0.517
H -0.622545 0.733402 0.869274 -0.6 0.2 -0.8 0.229
H -0.894363 -0.306762 -0.485894 -0.7 -2.2 -0.8 0.234
H -0.959274 1.398930 -0.799477 -0.9 1.0 -0.5 0.226
H 2.661847 -0.054482 1.939170 -1.7 -0.1 -1.5 0.230
```
Forces are in eV/Å.

The orbital gap is 9.8 eV. As for the SMILES: CP1=CN=1. The calculation puts the LUMO energy at 0.6032 eV. For the HOMO energy, the calculation gives -9.17 eV.

# 3
Computed, not measured: a 2-piece molecular cluster, C2H4NP overall at a distorted geometry, with wB97M-V/def2-TZVPD.

The geometry in XYZ format:
```
8
Properties=species:S:1:pos:R:3:forces:R:3:nbo_charge:R:1
C -1.370120 0.528438 1.064140 -1.9 0.4 0.3 -0.757
P -2.251173 1.339769 2.038552 0.7 -0.2 -0.3 0.477
H -1.008209 -0.158008 0.286914 0.1 0.6 0.9 0.235
C 0.383660 -1.558463 -1.392569 -1.1 -0.1 -5.3 -0.012
N 0.367022 -0.776394 -0.460654 1.5 2.7 3.2 -0.628
H 0.932563 -1.272452 -2.323679 0.4 -0.9 0.5 0.139
H -0.517871 -2.216937 -1.663463 1.5 0.2 1.3 0.173
H 1.015253 0.111531 -0.401515 -1.1 -2.6 -0.6 0.373
```
Forces are in eV/Å.

The orbital gap is 10.3 eV. As for the SMILES: C#P.C=N. The calculation puts the LUMO energy at 0.8464 eV. For the HOMO energy, the calculation gives -9.44 eV.

# 4
Computed, not measured: one molecule with the formula C2H4NP at a distorted geometry, with wB97M-V/def2-TZVPD.

The geometry in XYZ format:
```
8
Properties=species:S:1:pos:R:3:forces:R:3:nbo_charge:R:1
C -0.740712 0.360368 -0.984084 2.5 -3.0 -6.0 -0.229
C -0.561307 -0.213016 0.338560 -0.5 -1.9 -0.9 -0.359
N -1.394361 1.089818 -0.183278 -2.3 1.6 5.7 -0.198
P 1.192831 -0.770332 0.984145 -1.6 -0.7 -2.1 0.350
H -0.268064 0.607989 -1.950861 0.8 -0.2 1.2 0.215
H -1.212424 -1.133014 0.550522 -0.1 2.0 0.6 0.248
H 1.224981 0.442517 1.512901 0.8 2.2 1.1 -0.015
H 1.759056 -0.384331 -0.267905 0.4 0.0 0.5 -0.011
```
Forces are in eV/Å.

The orbital gap (spin up / spin down) is 6.4 / 8.0 eV. The calculation puts the LUMO energy (spin up / spin down) at 0.5579 / -2.4853 eV. As for the spin multiplicity: 3. For the HOMO energy (spin up / spin down), the calculation gives -5.87 / -10.50 eV.

# 5
Computed, not measured: one molecule with the formula C2H4NPS at a distorted geometry, with wB97M-V/def2-TZVPD.

The geometry in XYZ format:
```
9
Properties=species:S:1:pos:R:3:forces:R:3:nbo_charge:R:1
C -0.308082 1.655838 0.823600 2.2 -2.3 -4.3 -0.334
C -0.499074 -0.781383 -0.368512 1.5 3.6 1.3 -0.835
N 0.639198 1.754914 -0.545475 -2.1 1.2 3.6 -0.702
P 0.688282 0.333353 -1.270520 0.3 -1.3 -1.2 0.851
S -0.808280 0.077035 1.217411 0.1 0.3 0.7 0.342
H -0.503754 2.566917 1.236352 -0.7 1.9 1.3 0.206
H -1.416626 -0.733200 -0.813214 -2.3 -0.3 -1.7 0.236
H -0.176701 -1.729545 -0.169647 0.9 -2.5 0.4 0.245
H 1.960111 0.026014 -0.722087 0.1 -0.7 -0.1 -0.009
```
Forces are in eV/Å.

The orbital gap (spin up / spin down) is 7.7 / 7.9 eV. The calculation puts the LUMO energy (spin up / spin down) at 0.7890 / -1.6472 eV. As for the spin multiplicity: 3. For the HOMO energy (spin up / spin down), the calculation gives -6.95 / -9.57 eV.

# 6
Computed, not measured: one molecule with the formula C2H4O2 at a distorted geometry, with wB97M-V/def2-TZVPD.

The geometry in XYZ format:
```
8
Properties=species:S:1:pos:R:3:forces:R:3:nbo_charge:R:1
O 1.310681 0.193271 -0.808353 1.2 1.2 -1.5 -0.675
C 0.378897 -0.490192 -0.183462 -3.5 0.4 4.0 0.333
C -0.597887 0.231999 0.690446 0.8 0.2 0.8 -0.140
O -1.064126 -0.328098 -0.484471 1.3 -1.7 -1.6 -0.498
H 0.780760 0.456392 -1.536950 0.1 1.4 -2.0 0.482
H 0.777068 -1.406757 0.083658 -0.3 -2.3 0.5 0.160
H -1.027970 0.081401 1.678084 0.0 -1.3 -0.2 0.179
H -0.557424 1.261984 0.561049 0.5 2.1 -0.1 0.159
```
Forces are in eV/Å.

The orbital gap is 11.2 eV. As for the SMILES: O[C@H]1CO1. The calculation puts the LUMO energy at 1.0259 eV. For the HOMO energy, the calculation gives -10.17 eV.

# 7
Computed, not measured: one molecule with the formula C2H4O2 at a distorted geometry, with wB97M-V/def2-TZVPD.

The geometry in XYZ format:
```
8
Properties=species:S:1:pos:R:3:forces:R:3:nbo_charge:R:1
C 0.172811 0.063370 -0.306523 1.7 2.2 -2.7 -0.714
C -1.085834 -0.297704 0.333178 -3.8 2.8 0.2 0.372
O -2.361187 0.786910 0.180151 2.8 -2.2 0.2 -0.305
O -2.292271 -0.641017 -0.241147 1.3 0.0 0.2 -0.274
H 0.927847 -0.693988 -0.493564 -0.6 -1.0 -0.3 0.252
H 0.787965 0.620981 0.408221 -0.6 0.5 0.2 0.241
H 0.152176 0.725787 -1.293510 -0.5 -1.5 2.1 0.254
H -0.999615 -0.393519 1.406582 -0.3 -0.7 0.2 0.174
```
Forces are in eV/Å.

The orbital gap is 10.8 eV. As for the SMILES: CC1OO1. The calculation puts the LUMO energy at 0.8418 eV. For the HOMO energy, the calculation gives -9.99 eV.

# 8
Computed, not measured: a 2-piece molecular cluster, C2H4O2 overall at a distorted geometry, with wB97M-V/def2-TZVPD.

The geometry in XYZ format:
```
8
Properties=species:S:1:pos:R:3:forces:R:3:nbo_charge:R:1
C 1.975174 -0.031189 -0.729142 1.4 0.0 0.6 0.263
O 2.694499 0.870774 -0.382611 -0.6 0.3 -0.2 -0.490
H 0.926701 0.099988 -1.011675 -0.2 0.1 -0.1 0.117
H 2.434276 -1.033756 -0.709742 -0.6 -0.3 -0.3 0.110
C -2.003600 0.003723 0.737981 0.1 0.7 -0.2 0.265
O -2.715790 0.182948 -0.206044 -0.3 -0.2 -0.4 -0.490
H -1.400329 -0.911405 0.815492 0.1 -0.1 0.3 0.109
H -1.910931 0.818917 1.485740 0.2 -0.5 0.2 0.115
```
Forces are in eV/Å.

The orbital gap is 10.9 eV. As for the SMILES: C=O.C=O. The calculation puts the LUMO energy at 0.4823 eV. For the HOMO energy, the calculation gives -10.38 eV.

# 9
Computed, not measured: one molecule with the formula C2H4O2 at a distorted geometry, with wB97M-V/def2-TZVPD.

The geometry in XYZ format:
```
8
Properties=species:S:1:pos:R:3:forces:R:3:nbo_charge:R:1
C -1.094568 0.425192 0.111108 -2.2 0.3 0.4 0.295
C 0.151098 -0.323417 -0.028372 0.1 -1.3 -1.4 -0.699
O -3.421893 0.081059 0.067329 -0.6 1.2 -0.1 -0.440
O -2.156435 -0.292204 0.116671 2.7 -0.3 0.3 -0.095
H -1.118349 1.521532 0.021699 -0.5 -0.4 0.2 0.184
H 0.141095 -0.308026 -1.208767 1.1 -0.4 2.0 0.255
H -0.019079 -1.368443 0.340148 0.2 0.8 -0.6 0.252
H 1.078841 0.041536 0.471094 -0.9 0.2 -0.8 0.249
```
Forces are in eV/Å.

The orbital gap (spin up / spin down) is 9.0 / 9.0 eV. The calculation puts the LUMO energy (spin up / spin down) at 0.0115 / 0.0117 eV. For the HOMO energy (spin up / spin down), the calculation gives -9.02 / -9.02 eV.

# 10
Computed, not measured: an isolated ion of composition C2H4O2PS and charge -1 at a distorted geometry, with wB97M-V/def2-TZVPD.

The geometry in XYZ format:
```
10
Properties=species:S:1:pos:R:3:forces:R:3:nbo_charge:R:1
C 1.521464 0.592309 -0.043258 1.1 0.1 -1.3 -0.412
C 0.460589 0.372591 -0.816061 -2.4 0.2 0.2 -0.515
P -1.145323 -0.313283 -0.087021 -0.2 -5.0 0.1 1.551
O -1.489160 -2.349214 -0.254340 1.4 6.1 0.1 -1.056
O -0.774713 -0.371790 1.514709 -0.9 2.4 -0.7 -0.990
S -2.451918 1.066248 -0.423045 -0.5 0.2 -0.3 -0.692
H 2.387696 1.027653 -0.573597 -0.3 0.2 0.6 0.178
H 1.694532 0.296151 1.004396 -0.5 -0.1 -0.8 0.211
H 0.162600 0.876803 -1.803330 1.3 -1.0 1.3 0.235
H -0.365764 -1.197471 1.481551 1.1 -2.9 0.7 0.490
```
Forces are in eV/Å.

The orbital gap is 7.8 eV. As for the SMILES: C=C[P@@]([O-])(O)=S. The charge is -1. The calculation puts the LUMO energy at 3.7105 eV. For the HOMO energy, the calculation gives -4.13 eV.

# 11
Computed, not measured: C2H4O2Pr as an isolated structure at a distorted geometry, with wB97M-V/def2-TZVPD.

The geometry in XYZ format:
```
9
Properties=species:S:1:pos:R:3:forces:R:3:mulliken_spin:R:1
H 0.765495 0.972306 -0.482370 -2.2 -0.4 2.2 0.192
C -0.704411 -0.343924 -0.822209 3.3 -0.1 -4.0 0.173
C 0.043852 0.948320 0.730185 4.1 -0.4 0.1 0.213
O -0.005811 0.023942 1.667942 0.2 -0.1 -2.2 -0.036
O 0.605266 -0.764929 -0.861874 -3.6 -1.8 1.7 -0.063
H -0.915098 0.394312 -1.609085 0.1 0.4 0.7 0.004
H 0.754594 1.735759 1.031041 -1.7 1.3 0.9 0.009
Pr 1.045482 -1.968097 1.178378 -0.6 1.4 -1.0 2.500
H -1.589369 -0.997689 -0.832008 0.3 -0.4 1.6 0.009
```
Forces are in eV/Å.

The orbital gap (spin up / spin down) is 5.4 / 7.9 eV. The charge is +2. The calculation puts the LUMO energy (spin up / spin down) at -11.8439 / -10.6929 eV. As for the spin multiplicity: 4. For the HOMO energy (spin up / spin down), the calculation gives -17.26 / -18.59 eV.

# 12
Computed, not measured: one molecule with the formula C2H4O2S at a distorted geometry, with wB97M-V/def2-TZVPD.

The geometry in XYZ format:
```
9
Properties=species:S:1:pos:R:3:forces:R:3:nbo_charge:R:1
O 1.330177 0.076488 0.052147 2.3 -0.5 -1.0 -0.738
C 0.153975 -0.676232 0.184637 0.4 -2.0 -0.2 -0.179
C -0.923740 0.349890 0.174268 -2.8 -0.3 -0.4 0.231
O -0.521165 1.596642 0.136338 1.0 0.7 -0.7 -0.639
S -2.533818 -0.025732 0.009979 1.2 0.1 0.5 -0.116
H 1.837017 -0.193214 -0.748682 -0.6 0.1 1.1 0.493
H 0.015787 -1.337125 -0.714956 -0.1 0.6 0.9 0.215
H 0.201232 -1.412322 1.086742 -0.3 1.7 -1.3 0.224
H 0.440534 1.621601 -0.180469 -1.3 -0.3 1.1 0.509
```
Forces are in eV/Å.

The orbital gap is 8.8 eV. As for the SMILES: OCC(O)=S. The calculation puts the LUMO energy at 0.1579 eV. For the HOMO energy, the calculation gives -8.62 eV.